Entry 1:
This record from the OMol25 dataset describes C14H21BrClNO2 in the gas phase. The level of theory is ωB97M-V with the def2-TZVPD basis set.

Structure (XYZ):
```
40
Properties=species:S:1:pos:R:3
Br 2.66278 -0.97750 2.46573
Cl 0.03918 -5.45131 4.43309
O 1.12381 -1.80449 -0.04839
O -0.31430 0.01442 -2.33932
N -1.38661 2.24751 -1.01463
C 1.34586 -3.37944 3.24501
C -0.65319 1.08008 1.55151
C -0.15388 -4.69586 1.85868
C 0.85896 -0.77600 -2.20129
C -1.19913 2.24349 -2.46242
C 0.07644 -3.84062 0.79387
C -0.71050 2.60646 1.26545
C -0.45781 4.48625 -0.46525
C 0.50763 -2.03116 -1.33247
C 0.92100 -2.71383 0.95115
C -0.05456 1.32068 -2.86925
C 0.45608 -4.45952 3.09073
C -0.43419 2.98291 -0.21315
C 1.58021 -2.53466 2.18270
H 1.17684 -1.06902 -3.22691
H 0.56067 2.61469 -0.53074
H -1.40696 1.29320 -0.66974
H -0.41611 -4.06764 -0.15705
H -0.96296 3.25948 -2.79695
H 0.28691 0.68420 1.21441
H -0.80664 -5.54366 1.76527
H -0.58650 -2.09086 -1.26308
H 0.10025 3.07166 1.86627
H -1.48500 0.57050 1.05542
H 0.32204 4.97823 0.08631
H 1.65387 -0.28940 -1.69882
H -0.72764 0.88932 2.61278
H -2.09162 1.93457 -2.98764
H 0.89419 1.71375 -2.48225
H -0.07454 1.24404 -3.97439
H 0.89495 -2.96126 -1.76110
H -1.42886 4.94390 -0.19060
H -0.22551 4.74748 -1.49522
H 1.80883 -3.21637 4.21378
H -1.69400 2.97579 1.52849
```

The net charge is 0. The spin multiplicity is 1. Its LUMO energy is 0.6935 eV. Its HOMO energy is -8.5 eV.

---

Entry 2:
This record from the OMol25 dataset describes C14H21BrN2O3 in the gas phase. The level of theory is ωB97M-V with the def2-TZVPD basis set.

Structure (XYZ):
```
41
Properties=species:S:1:pos:R:3
Br -0.24737 -2.86851 -0.54375
O 3.81022 0.22021 0.72286
O 5.06560 -3.09414 0.43217
O 2.66085 2.39427 -0.09342
N 5.16179 -1.35141 -1.00262
N -2.20548 1.08505 -0.82931
C 1.92640 1.25828 -0.22817
C -2.46637 0.91152 0.58915
C 0.59681 -1.16133 -0.43643
C 4.45247 -0.91384 1.25632
C -4.67661 -0.35050 0.35591
C -5.49708 -1.53241 0.85703
C 2.55385 0.06932 0.20987
C 1.88339 -1.13205 0.09134
C -0.04043 -0.01474 -0.86873
C -3.29029 -0.32055 0.99558
C -1.42956 0.01787 -1.44527
C 4.91825 -1.91907 0.19352
C 2.06764 3.61605 -0.46312
C 0.65214 1.19099 -0.75673
H 5.03107 -0.36299 -1.13599
H -2.75077 -1.23294 0.73471
H -5.20051 0.58173 0.58422
H -4.99247 -2.46860 0.62830
H 1.15903 3.81223 0.11421
H -6.47766 -1.54579 0.38663
H -1.49737 0.87287 1.09636
H 5.34147 -0.52839 1.76547
H -4.58277 -0.42358 -0.73073
H -1.35930 0.24752 -2.51494
H -2.98556 1.81525 0.92231
H 5.48441 -1.91968 -1.76704
H 3.83016 -1.43178 1.99501
H 0.13488 2.07701 -1.08514
H 2.34236 -2.05755 0.40069
H -3.39621 -0.30641 2.08232
H 1.83072 3.64044 -1.53166
H -3.08470 1.18850 -1.32488
H -5.63333 -1.47211 1.93459
H 2.81040 4.38020 -0.24045
H -1.90009 -0.97094 -1.35019
```

The net charge is 0. The spin multiplicity is 1. Its LUMO energy is 0.7210 eV. Its HOMO energy is -8.2 eV.

---

Entry 3:
This record from the OMol25 dataset describes 8 unconnected molecules or ions with the total composition C14H21ClN7O4. The level of theory is ωB97M-V with the def2-TZVPD basis set.

Structure (XYZ):
```
47
Properties=species:S:1:pos:R:3
Cl 0.00295 0.09478 0.24859
O -0.01941 -0.74191 -0.93452
O 1.08660 1.05033 0.11802
O 0.27579 -0.73527 1.40072
O -1.24949 0.78555 0.38651
N -0.19971 4.31771 -0.31702
N -2.60290 -3.09124 3.60721
N 4.98205 3.41952 -2.58586
N -2.77332 -2.55790 -3.46747
N 2.10197 -4.88754 0.17439
N 0.93952 3.97656 2.54747
N -5.69088 -0.91797 -0.99624
C 4.12877 3.44907 -1.81933
C -1.64227 -2.77154 -3.40408
C -0.79062 2.79861 -2.35731
C -2.79065 -1.98646 3.37391
C -3.53863 -2.24473 -0.40171
C -4.73285 -1.49463 -0.74499
C 2.80690 -2.52562 1.01576
C -3.02314 -0.57022 3.09535
C 3.03356 3.45773 -0.87563
C 1.64643 3.06987 2.59810
C -0.20420 -2.97187 -3.32702
C -0.49422 3.66203 -1.20493
C 2.40668 -3.84680 0.54718
C 2.46907 1.88812 2.80590
H -3.45403 -0.13123 3.99780
H -0.39425 3.32549 -3.22345
H 2.10919 3.32011 -1.43761
H 2.67667 1.88204 3.88147
H -2.65532 -1.74467 -0.80180
H -0.29973 1.84545 -2.16571
H 3.41671 1.86584 2.27626
H 2.43624 -2.42017 2.03477
H -2.09064 -0.07711 2.83525
H 0.28338 -2.08713 -3.74761
H 0.12392 -3.08821 -2.29915
H 3.89562 -2.47236 1.01681
H -3.76871 -0.45592 2.31092
H 0.11804 -3.77006 -3.99510
H -1.86463 2.65904 -2.44560
H 2.40688 -1.72476 0.40302
H 2.91953 4.39447 -0.33451
H -3.59387 -3.22807 -0.86330
H 1.91579 0.98276 2.56048
H -3.38053 -2.34597 0.66961
H 3.07169 2.64428 -0.15554
```

The net charge is -1. The spin multiplicity is 1. Its LUMO energy is 2.5224 eV. Its HOMO energy is -7.7 eV.

---

Entry 4:
This record from the OMol25 dataset describes a molecular structure, C14H21HfN6O2S. The level of theory is ωB97M-V with the def2-TZVPD basis set.

Structure (XYZ):
```
45
Properties=species:S:1:pos:R:3
Hf -0.49477 -0.88249 0.11408
S -2.09342 -0.03301 -1.80551
O 0.56469 -4.55051 -1.25724
O 0.40853 -2.30898 -0.90611
N -1.06996 1.29318 -3.91606
N 0.06621 1.04478 0.00579
N -1.18892 -3.76358 -0.08484
N -0.14575 1.99678 -2.09995
N -0.31986 -0.16354 2.00913
N -2.04977 -2.67165 0.22494
C 0.53667 3.35117 -0.17834
C -1.90498 0.53594 -4.85704
C -1.05778 1.12147 -2.58813
C -0.19738 2.31115 -4.27217
C 2.19114 -0.50685 1.88486
C 0.88268 -0.81457 2.63940
C 0.16236 2.18782 -0.71618
C 1.01081 -0.47088 4.11360
C 0.37849 2.75026 -3.14242
C 0.63103 -2.32879 2.51484
C 0.97939 3.30948 1.22416
C 0.68129 2.27740 2.01631
C -0.25504 1.23232 1.46558
C -0.00488 -3.59846 -0.83190
H 0.10590 -0.76241 4.64934
H 0.99576 2.25060 3.04931
H 1.86063 -1.00049 4.55023
H -1.52213 0.72791 -5.85471
H -2.94046 0.85721 -4.78392
H 1.16732 0.59466 4.27641
H 2.48474 0.53714 1.97365
H 1.55761 4.13884 1.61043
H 1.33690 -2.87020 3.14368
H 0.56782 4.26660 -0.75092
H -2.81381 -2.62954 -0.44602
H 2.12421 -0.71437 0.80791
H 1.14121 3.48858 -2.97396
H -2.43810 -2.82970 1.14997
H -1.62435 -4.66933 -0.17266
H 2.99590 -1.13565 2.26973
H -0.05186 2.59744 -5.29877
H -1.82993 -0.52298 -4.62825
H -0.38185 -2.58479 2.83148
H -1.26768 1.65140 1.54020
H 0.82140 -2.70935 1.50008
```

The net charge is +1. The spin multiplicity is 1. Its LUMO energy is -2.9221 eV. Its HOMO energy is -10.9 eV.

---

Entry 5:
This record from the OMol25 dataset describes a molecular structure, C14H21I2N2O7P2W. The level of theory is ωB97M-V with the def2-TZVPD basis set.

Structure (XYZ):
```
49
Properties=species:S:1:pos:R:3
W 1.19107 0.62543 -1.56635
I 3.39849 1.56236 -2.99494
I -0.29481 0.86909 -6.45547
P -0.20300 2.71325 -1.24980
P 1.30604 -1.79391 -2.10887
O 0.17178 -0.33374 6.67477
O -1.40158 -0.49226 -0.12021
O -3.67891 -2.84233 5.17957
O 0.69373 0.13903 0.39873
O 1.13723 1.40104 -4.68708
O -4.18199 -2.86499 3.03166
O 1.42311 0.65047 5.14797
N -3.47056 -2.53636 3.99715
N 0.46654 -0.05905 5.49481
C 0.24726 3.93880 -2.52722
C -0.36278 -0.56706 4.45184
C -2.07045 -1.32283 2.35660
C -2.01818 2.68978 -1.04094
C 1.19236 1.08216 -3.51814
C 2.35673 -2.16294 -0.70025
C -0.11990 -2.94027 -2.10266
C -2.32534 -1.72112 3.68952
C -0.05675 -0.20451 3.11826
C -0.90020 -0.59983 2.09481
C -0.50616 -0.29791 0.70431
C 0.56325 3.21438 0.29981
C -1.48660 -1.34179 4.75855
C 2.28754 -2.04217 -3.63008
H -0.15346 3.58596 -3.49383
H 0.83990 0.28773 2.79447
H -0.82926 -2.51778 -1.36973
H -2.41502 2.75943 -2.06630
H -2.24850 1.72044 -0.56628
H 1.63292 3.40865 0.16555
H 2.47893 -3.12265 -3.65628
H 0.33861 -3.89528 -1.81480
H -2.19837 3.57981 -0.42535
H -0.50930 -2.91463 -3.13402
H 1.89647 -1.88670 0.25399
H -0.23012 4.86797 -2.19076
H 1.67653 -1.69909 -4.48401
H 3.21814 -1.44036 -3.56612
H 1.35103 4.02340 -2.58831
H 0.42463 2.46017 1.08329
H 0.03929 4.13454 0.56541
H 3.32733 -1.66757 -0.79142
H -2.72273 -1.65356 1.54133
H -1.75330 -1.54873 5.79974
H 2.47839 -3.24445 -0.75296
```

The net charge is +3. The spin multiplicity is 3. Its LUMO energy (spin up / spin down) is -13.7193 / -13.7952 eV. Its HOMO energy (spin up / spin down) is -17.2 / -17.2 eV. The expectation value of S² is 2.049.